{
  "formula": "C32H48ClN2O6PSn",
  "method": "ωB97M-V with the def2-TZVPD basis set",
  "total_charge": 0,
  "de_lowest_kcal_mol": 0.0,
  "max_force_ev_per_a": 3.35,
  "e_homo_ev": -7.49,
  "species": ["Sn", "Cl", "P", "C", "H", "H", "C", "C", "C", "H", "C", "H", "H", "C", "H", "H", "C", "H", "H", "C", "H", "H", "H", "H", "C", "C", "H", "C", "H", "H", "C", "H", "H", "C", "H", "H", "C", "H", "H", "H", "H", "C", "H", "C", "H", "H", "C", "H", "H", "C", "H", "H", "C", "H", "H", "H", "H", "C", "C", "H", "C", "H", "C", "H", "H", "C", "H", "H", "C", "H", "H", "H", "H", "O", "C", "O", "C", "C", "C", "C", "C", "C", "N", "O", "O", "N", "O", "O", "H", "H", "H"],
  "xyz": [[-0.721, -0.299, 1.069], [-1.595, -2.209, -0.160], [-0.266, 1.044, -2.108], [-0.964, 1.303, -0.422], [-0.561, 2.212, 0.040], [-2.055, 1.394, -0.520], [1.224, 0.030, -2.690], [0.142, 2.793, -2.592], [2.607, 0.575, -2.329], [1.072, -0.938, -2.171], [3.701, -0.420, -2.727], [2.789, 1.524, -2.854], [2.680, 0.793, -1.260], [3.670, -0.783, -4.215], [4.678, -0.002, -2.468], [3.587, -1.326, -2.121], [2.264, -1.157, -4.694], [4.005, 0.089, -4.793], [4.365, -1.608, -4.422], [1.214, -0.158, -4.219], [2.235, -1.199, -5.790], [1.989, -2.157, -4.333], [1.421, 0.802, -4.703], [0.241, -0.466, -4.605], [-1.691, 0.237, -3.054], [0.660, 2.986, -4.018], [-0.864, 3.249, -2.509], [0.685, 4.469, -4.401], [1.686, 2.598, -4.085], [0.042, 2.438, -4.742], [1.456, 5.316, -3.387], [1.145, 4.554, -5.394], [-0.349, 4.834, -4.477], [1.044, 5.043, -1.945], [2.525, 5.113, -3.502], [1.308, 6.373, -3.618], [1.110, 3.543, -1.641], [1.693, 5.583, -1.247], [0.017, 5.393, -1.779], [2.139, 3.189, -1.820], [0.920, 3.371, -0.578], [-1.562, -1.285, -3.287], [-2.516, 0.385, -2.341], [-2.895, -1.910, -3.683], [-0.875, -1.496, -4.114], [-1.159, -1.780, -2.394], [-3.426, -1.246, -4.951], [-2.738, -2.985, -3.839], [-3.610, -1.810, -2.858], [-3.414, 0.286, -4.899], [-2.820, -1.576, -5.801], [-4.444, -1.594, -5.135], [-2.098, 0.894, -4.378], [-3.623, 0.702, -5.892], [-4.223, 0.616, -4.235], [-1.309, 0.729, -5.131], [-2.216, 1.982, -4.257], [0.294, -3.426, 2.417], [-0.198, -2.367, 2.966], [1.349, -3.447, 2.134], [-1.553, -2.305, 3.638], [0.423, -1.468, 3.133], [-2.248, -3.688, 3.678], [-1.407, -1.961, 4.668], [-2.220, -1.552, 3.179], [-2.003, -4.491, 2.400], [-1.869, -4.264, 4.538], [-3.321, -3.547, 3.836], [-0.495, -4.654, 2.097], [-2.464, -5.480, 2.493], [-2.486, -3.990, 1.553], [-0.123, -5.518, 2.672], [-0.349, -4.913, 1.041], [2.179, 1.698, 0.626], [2.068, 0.611, 1.199], [1.404, -0.443, 0.725], [2.656, 0.431, 2.570], [3.114, -0.811, 3.021], [3.459, -0.976, 4.378], [3.400, 0.086, 5.273], [2.949, 1.326, 4.816], [2.599, 1.513, 3.462], [2.768, 2.425, 5.725], [3.065, 2.269, 6.929], [2.312, 3.490, 5.264], [3.740, -2.302, 4.867], [3.651, -3.266, 4.080], [4.054, -2.415, 6.070], [3.177, -1.647, 2.332], [3.646, -0.067, 6.317], [2.282, 2.494, 3.098]]
}